[1]
Formula: Cl2HNS
Source: the Open Molecules 2025 dataset
Level of theory: ωB97M-V/def2-TZVPD

```
5
Cl2HNS ωB97M-V/def2-TZVPD
N -4.642 0.056 0.033
S -3.971 1.377 -0.161
Cl 0.249 1.046 -0.178
Cl -3.845 -1.452 -0.048
H 0.901 1.496 -1.177
```

Results
- spin multiplicity = 1
- LUMO energy (eV) = -1.52
- ΔE to the lowest compared entry with this formula, charge and spin (kJ/mol) = 122.5
- net charge = 0


[2]
Formula: C6H10O
Source: the Open Molecules 2025 dataset
Level of theory: ωB97M-V/def2-TZVPD

```
17
C6H10O ωB97M-V/def2-TZVPD
C -0.940 -1.296 -0.333
C 1.055 0.676 -1.018
C 0.751 -0.166 0.198
C -1.372 1.014 0.624
C -0.760 -0.275 0.695
C 1.728 -0.651 0.987
O -2.103 1.359 -0.445
H -2.436 0.541 -0.863
H -1.137 1.825 1.295
H -0.680 -2.315 -0.107
H -1.136 -1.047 -1.365
H -0.712 -0.653 1.713
H 1.738 0.143 -1.682
H 0.167 0.939 -1.590
H 1.541 1.607 -0.714
H 1.532 -1.204 1.895
H 2.764 -0.498 0.710
```

Results
- spin multiplicity = 1
- LUMO energy (spin up / spin down) (eV) = 0.10 / 0.84
- ΔE to the lowest compared entry with this formula, charge and spin (kJ/mol) = 409.3
- net charge = 0


[3]
Formula: C2H8N
Source: the Open Molecules 2025 dataset
Level of theory: ωB97M-V/def2-TZVPD

```
11
C2H8N ωB97M-V/def2-TZVPD
C -0.898 0.500 -0.809
N 0.355 -0.198 -0.369
C 0.706 -0.262 1.113
H -1.570 0.552 0.058
H -1.383 -0.061 -1.599
H -0.749 1.539 -1.095
H 0.124 -1.153 -0.655
H 1.219 0.029 -0.862
H -0.119 -0.836 1.541
H 1.615 -0.849 1.152
H 0.699 0.739 1.526
```

Results
- spin multiplicity = 1
- LUMO energy (eV) = -3.78
- ΔE to the lowest compared entry with this formula, charge and spin (kJ/mol) = 46.1
- net charge = +1


[4]
Formula: C20H23IN7OPtSSe
Source: the Open Molecules 2025 dataset
Level of theory: ωB97M-V/def2-TZVPD

```
55
C20H23IN7OPtSSe ωB97M-V/def2-TZVPD
Pt 0.726 -1.657 0.812
Se -0.753 -3.284 -3.361
C -0.119 -3.004 -1.776
N 0.296 -2.815 -0.693
C -2.974 0.043 -2.848
C -4.117 -0.472 -1.983
C -3.914 -0.155 -0.506
N -2.873 -1.005 0.043
C -2.265 -0.910 1.223
S -1.543 -2.293 1.898
N -2.246 0.241 1.968
C -2.075 1.590 1.648
O -2.271 2.407 2.512
C -1.572 1.942 0.299
C -0.553 1.239 -0.343
C -0.037 1.721 -1.534
C -0.539 2.878 -2.108
C -1.552 3.578 -1.474
C -2.049 3.127 -0.267
H -3.141 -0.226 -3.886
H -2.024 -0.383 -2.530
H -2.906 1.126 -2.785
H -4.223 -1.552 -2.112
H -5.051 -0.008 -2.305
H -4.845 -0.336 0.046
H -3.642 0.895 -0.385
H -2.816 -1.926 -0.379
H -2.274 0.092 2.973
H -0.118 0.328 0.100
H 0.776 1.204 -2.015
H -0.130 3.237 -3.041
H -1.942 4.482 -1.914
H -2.810 3.685 0.258
N 3.939 -1.593 1.357
C 3.863 -1.188 0.062
C 5.009 -0.825 -0.668
C 4.867 -0.420 -1.974
C 3.590 -0.381 -2.538
C 2.519 -0.752 -1.760
N 2.647 -1.125 -0.486
H 4.851 -1.791 1.736
H 3.171 -2.164 1.690
H 5.977 -0.893 -0.198
H 5.731 -0.165 -2.566
H 3.441 -0.077 -3.560
H 1.516 -0.796 -2.164
I 3.265 1.804 5.406
C 2.123 0.451 4.308
C 1.390 -0.609 4.808
N 0.829 -1.218 3.754
N 1.154 -0.609 2.606
C 1.941 0.413 2.920
H 1.265 -0.947 5.815
H 0.162 -1.985 3.743
H 2.329 1.082 2.177
```

Results
- spin multiplicity = 1
- LUMO energy (eV) = -4.29
- ΔE to the lowest compared entry with this formula, charge and spin (kJ/mol) = 51.1
- net charge = +1


[5]
Formula: C8H10NO2
Source: the Open Molecules 2025 dataset
Level of theory: ωB97M-V/def2-TZVPD

```
21
C8H10NO2 ωB97M-V/def2-TZVPD
C -1.258 -0.338 0.078
C -2.642 0.040 0.214
C 2.581 -0.796 -1.237
C -0.832 -1.629 0.059
C 1.782 -1.015 -0.227
C -0.393 0.902 0.015
C -1.443 1.901 -0.621
C 2.144 -0.935 1.188
N -2.743 1.356 -0.215
O -0.810 -2.803 -0.015
O -3.634 -0.587 0.499
H 3.692 -0.659 -0.853
H 2.363 -0.967 -2.198
H 0.051 1.216 0.980
H 0.578 0.547 -0.645
H -1.311 2.895 -0.311
H -1.496 1.967 -1.716
H 2.503 -2.077 1.466
H 3.043 -0.369 1.473
H 1.201 -0.565 1.812
H -3.376 1.917 0.254
```

Results
- spin multiplicity = 1
- LUMO energy (eV) = 3.63
- ΔE to the lowest compared entry with this formula, charge and spin (kJ/mol) = 319.2
- net charge = -1


[6]
Formula: C14H17N3Sn
Source: the Open Molecules 2025 dataset
Level of theory: ωB97M-V/def2-TZVPD

```
35
C14H17N3Sn ωB97M-V/def2-TZVPD
C -0.205 1.477 2.634
C -0.308 -1.403 2.699
H 0.772 1.804 2.907
H -0.773 1.065 3.582
H -0.846 2.225 2.216
H 0.059 -2.304 2.353
H 0.481 -1.108 3.608
H -1.292 -1.375 3.084
C 0.488 2.658 -0.387
C 0.847 3.445 -1.477
C 1.079 2.836 -2.705
C 0.946 1.459 -2.807
H 0.314 3.070 0.593
H 0.948 4.519 -1.344
H 1.369 3.420 -3.571
H 1.138 0.957 -3.751
N 0.360 1.320 -0.491
C 0.580 0.697 -1.688
C 0.450 -0.746 -1.703
N 0.186 -1.352 -0.506
C 0.057 -2.692 -0.441
C 0.476 -2.907 -2.792
C 0.203 -3.500 -1.566
H -0.152 -3.097 0.534
H 0.102 -4.577 -1.461
C 0.597 -1.527 -2.859
H 0.806 -1.038 -3.805
H 0.596 -3.508 -3.688
Sn 0.008 -0.001 1.100
C -2.090 0.033 1.015
H -2.402 -1.004 0.917
H -2.302 0.604 0.117
H -2.525 0.497 1.899
N 0.005 0.015 4.600
C 0.032 0.037 3.182
```

Results
- spin multiplicity = 1
- LUMO energy (spin up / spin down) (eV) = -0.24 / -0.22
- ΔE to the lowest compared entry with this formula, charge and spin (kJ/mol) = 478.8
- net charge = 0


Question: ΔE to the lowest compared entry with this formula, charge and spin of number 3 (C2H8N)?
Answer: 46.1 kJ/mol


Question: spin multiplicity of number 6 (C14H17N3Sn)?
Answer: 1